The molecule C2H2N2S in a non-equilibrium geometry. Source: the Open Molecules 2025 dataset; level of theory: ωB97M-V/def2-TZVPD.

```
7
Properties=species:S:1:pos:R:3:forces:R:3:mulliken_charge:R:1
C -0.463 0.728 -0.110 -3.2 2.3 0.3 -0.0149
C -1.499 -0.238 -0.146 -4.1 -10.6 1.2 0.2604
H 2.565 -0.555 0.342 1.2 0.3 0.3 0.1631
H -0.715 1.736 0.071 -1.4 1.2 -0.2 0.3496
N 0.754 0.665 -0.044 4.6 -3.2 0.0 -0.2702
N -2.067 -1.367 -0.002 4.2 9.3 -1.3 -0.3800
S 1.426 -0.969 -0.110 -1.3 0.7 -0.4 -0.1080
```
Forces are in eV/Å.

Summary:
- Frontier orbital gap: 9.30 eV
- Net charge: 0
- Max |F|: 0.22296 hartree/bohr


The ion C2H2N3O with charge +1 in a non-equilibrium geometry. Source: the Open Molecules 2025 dataset; level of theory: ωB97M-V/def2-TZVPD.

```
8
Properties=species:S:1:pos:R:3:forces:R:3:mulliken_charge:R:1
C 0.693 -0.481 -0.744 -2.5 -0.1 -0.2 0.0543
C 0.049 0.603 1.491 -1.3 -3.1 -1.4 0.1824
N 2.105 -0.381 -0.604 2.7 0.7 -0.1 0.4347
N 3.176 -0.149 -0.621 -0.8 -0.4 0.2 0.0533
N -0.127 -0.154 0.104 0.5 0.7 2.1 -0.1662
O 0.259 -0.017 2.466 0.3 1.4 -0.5 -0.2827
H 0.321 -0.773 -1.693 0.7 -0.7 -1.3 0.3746
H -0.458 1.474 1.102 0.3 1.5 1.3 0.3496
```
Forces are in eV/Å.

Summary:
- Frontier orbital gap: 8.71 eV
- Net charge: +1
- Max |F|: 0.07018 hartree/bohr


A cluster of 2 separate species, C2H2N3O in total in a non-equilibrium geometry. Source: the Open Molecules 2025 dataset; level of theory: ωB97M-V/def2-TZVPD.

```
8
Properties=species:S:1:pos:R:3:forces:R:3:mulliken_charge:R:1
C -0.683 1.225 0.624 -0.3 -0.7 0.0 0.2048
C -0.575 -0.097 0.236 2.4 -0.2 -1.4 0.3142
N -0.690 2.330 0.917 0.0 0.9 0.2 -0.1251
N -1.088 -1.177 0.139 0.1 1.3 0.4 0.5971
N 1.261 -0.268 -0.819 -1.9 -0.5 0.6 -0.3810
O -1.511 -2.226 0.051 -0.3 -1.2 -0.3 -0.2674
H 1.393 0.709 -1.102 0.0 0.2 0.2 0.3250
H 1.893 -0.497 -0.045 0.1 0.3 0.1 0.3324
```
Forces are in eV/Å.

Summary:
- Frontier orbital gap (alpha / beta): 8.06 / 7.59 eV
- Net charge: +1
- Max |F|: 0.05343 hartree/bohr